Here is a 3-piece molecular cluster, H3N2O2 overall from the OMol25 dataset. Energies are from ωB97M-V/def2-TZVPD.

The geometry in XYZ format:
```
7
H3N2O2 | the OMol25 dataset | ωB97M-V/def2-TZVPD
N -1.471 -0.087 0.161
N 1.277 0.185 -0.430
O 1.907 -0.491 0.364
O 0.121 -0.057 -0.800
H -2.257 -0.595 -0.346
H -1.237 -0.577 1.017
H 1.660 1.623 0.033
```

Its total charge is -1. Its spin multiplicity is 3. Its energy above the lowest of the compared OMol25 structures with the same formula, charge and spin is 187.9 kJ/mol.